[1]
C28H30ReSi | wB97M-V/def2-TZVPD

As for the LUMO energy (spin up / spin down): -8.218 / -7.911 eV. The value obtained for the HOMO energy (spin up / spin down) is -14.95 / -14.68 eV. For the calculated total energy, the calculation gives -1452.10614 hartree. The expectation value of S² is 0.769.

Geometry as ORCA input:
```
! wB97M-V def2-TZVPD RIJCOSX def2/J DEFGRID3
* xyz 2 2
Re 0.643 -0.189 -0.059
C 2.109 0.110 1.378
C 1.894 1.320 0.591
C 2.345 0.998 -0.764
C 2.846 -0.347 -0.793
C 2.693 -0.913 0.511
C 3.122 -2.263 0.986
C 3.428 -1.015 -1.986
C 2.352 1.993 -1.884
C 1.615 2.693 1.116
C 1.959 0.038 2.867
H 2.346 -2.746 1.568
H 3.993 -2.148 1.635
H 3.397 -2.925 0.168
H 4.439 -0.627 -2.136
H 2.860 -0.793 -2.889
H 3.493 -2.093 -1.866
H 2.576 2.987 -1.497
H 1.401 2.046 -2.404
H 3.115 1.743 -2.620
H 2.529 3.287 1.061
H 1.304 2.662 2.158
H 0.840 3.214 0.553
H 2.905 0.309 3.338
H 1.694 -0.963 3.210
H 1.199 0.729 3.229
C -0.629 -4.393 1.213
C -1.424 -4.334 0.064
C -1.863 -3.124 -0.437
C -1.522 -1.945 0.229
C -0.688 -2.013 1.367
C -0.248 -3.240 1.870
Si -1.814 -0.147 -0.019
C -2.910 0.945 0.959
C -4.171 1.246 0.428
C -5.066 2.012 1.156
C -4.712 2.485 2.412
C -3.463 2.193 2.948
C -2.567 1.423 2.227
C -1.110 0.448 -1.627
C -1.373 1.749 -2.112
C -0.977 2.117 -3.381
C -0.256 1.218 -4.169
C 0.084 -0.043 -3.693
C -0.342 -0.431 -2.431
H -0.323 -5.356 1.599
H -1.716 -5.257 -0.420
H -2.481 -3.097 -1.325
H -0.524 -1.098 1.976
H 0.332 -3.296 2.781
H -4.463 0.887 -0.554
H -6.040 2.239 0.745
H -5.413 3.083 2.979
H -3.194 2.563 3.928
H -1.600 1.195 2.662
H -1.941 2.438 -1.497
H -1.221 3.097 -3.770
H 0.048 1.509 -5.167
H 0.641 -0.727 -4.320
H -0.149 -1.451 -2.090
*
```

=====

[2]
C2H8ClO2 | wB97M-V/def2-TZVPD

As for the LUMO energy: 4.065 eV. The value obtained for the HOMO energy is -4.40 eV. For the calculated total energy, the calculation gives -691.72752 hartree. The energy relative to the best compared isomer or geometry (same formula, charge and spin) is 0.0 kcal/mol.

Geometry as ORCA input:
```
! wB97M-V def2-TZVPD RIJCOSX def2/J DEFGRID3
* xyz -1 1
Cl -0.112 -0.574 0.667
C -3.459 -0.988 -0.438
O -3.106 0.368 -0.508
H -2.723 -1.599 0.094
H -4.393 -1.118 0.103
H -3.494 -1.390 -1.457
H -2.184 0.440 -0.787
C 3.620 0.734 0.356
O 2.460 1.529 0.557
H 4.497 1.367 0.484
H 3.671 -0.037 1.132
H 3.552 0.301 -0.643
H 1.671 0.968 0.440
*
```

=====

[3]
C4H13N2O | wB97M-V/def2-TZVPD

As for the LUMO energy (spin up / spin down): -7.822 / -12.191 eV. The value obtained for the HOMO energy (spin up / spin down) is -20.43 / -20.46 eV. For the calculated total energy, the calculation gives -344.21999 hartree. The expectation value of S² is 0.754. The energy relative to the best compared isomer or geometry (same formula, charge and spin) is 53.0 kcal/mol.

Geometry as ORCA input:
```
! wB97M-V def2-TZVPD RIJCOSX def2/J DEFGRID3
* xyz 2 2
C -2.207 1.092 -1.632
C -0.090 2.200 -1.995
N -0.727 1.158 -1.644
H -2.537 0.830 -0.630
H -2.516 0.303 -2.311
H -2.617 2.049 -1.930
H -0.642 3.046 -2.383
H 0.996 2.240 -1.982
H -0.250 0.282 -1.351
C 1.053 -1.292 2.937
N 0.456 -1.271 1.612
C 1.321 -1.102 0.458
O 0.646 -1.218 -0.789
H 1.690 -2.162 3.064
H 0.256 -1.365 3.667
H 1.608 -0.350 3.059
H -0.304 -0.583 1.579
H 1.733 -0.089 0.474
H 2.135 -1.833 0.497
H -0.004 -1.935 -0.702
*
```

=====

[4]
CrN5O15 | wB97M-V/def2-TZVPD

As for the LUMO energy (spin up / spin down): 7.547 / 7.542 eV. The value obtained for the HOMO energy (spin up / spin down) is 1.96 / 1.07 eV. For the calculated total energy, the calculation gives -2446.21352 hartree. The expectation value of S² is 6.005. The energy relative to the best compared isomer or geometry (same formula, charge and spin) is 22.0 kcal/mol.

Geometry as ORCA input:
```
! wB97M-V def2-TZVPD RIJCOSX def2/J DEFGRID3
* xyz -3 5
Cr 0.099 0.621 0.517
N -2.581 -0.494 -1.189
O -3.780 -0.423 -1.097
O -2.057 -1.237 -2.017
O -1.829 0.109 -0.432
N 1.932 0.548 2.510
O 2.764 0.184 3.347
O 2.112 0.745 1.298
O 0.720 0.518 2.610
N -0.690 3.166 0.396
O 0.204 2.624 -0.190
O -1.201 4.252 0.284
O -1.029 2.320 1.184
N 1.394 -0.568 -2.288
O 0.665 -1.376 -2.804
O 2.518 -0.347 -2.684
O 0.973 0.037 -1.330
N -0.073 -2.694 0.482
O -0.062 -3.641 1.256
O -0.140 -2.836 -0.692
O 0.061 -1.507 0.838
*
```